Run a
The molecule C4H7F, computed with ωB97M-V with the def2-TZVPD basis set.

Last column: natural (NBO) charge in e.
Cartesian coordinates (Å):
C: -0.0275 -0.7519 -1.3848  -0.6387
C: -0.0091 -0.2391 0.0947  0.3036
C: -1.0213 0.4673 0.8333  -0.4570
C: 0.0050 1.1902 -0.1569  -0.4461
H: -0.5409 -1.6515 -1.3022  0.2024
H: 1.0569 -0.7810 -1.7246  0.2342
H: -0.4604 -0.1127 -2.2710  0.2220
H: -0.7100 0.6053 2.0122  0.2547
H: -1.8426 0.1493 0.2978  0.2238
H: -0.3569 1.6700 -0.9694  0.2063
H: 0.5951 1.7751 0.6141  0.2092
F: 0.9529 -0.6282 0.7806  -0.3144

SMILES: CC1(F)CC1
HOMO energy (eV): -9.27
Charge: 0
LUMO (Eh): 0.04066



Run b
The molecule C4H7F, computed with ωB97M-V with the def2-TZVPD basis set.

Last column: natural (NBO) charge in e.
Cartesian coordinates (Å):
C: -1.3451 0.4771 0.0782  -0.6091
C: -0.1963 -0.3606 -0.5599  -0.2533
C: 0.8549 -0.7926 0.5369  -0.4698
C: 1.1369 0.2319 -0.4371  0.1776
H: -2.2562 -0.0696 0.5426  0.2105
H: -0.9018 1.1350 0.7460  0.2282
H: -1.9416 1.0469 -0.6254  0.2115
H: -0.3961 -1.2786 -1.2157  0.2342
H: 0.6982 -0.2946 1.4809  0.2267
H: 1.3894 -1.7224 0.5262  0.2251
H: 2.0197 0.0459 -1.1480  0.1991
F: 0.9380 1.5817 0.0753  -0.3806

SMILES: C[C@@H]1C[C@@H]1F
HOMO energy (eV): -10.00
Charge: 0
LUMO (Eh): 0.04339



Least stable = run a